# 1
Density functional theory data (ωB97M-V/def2-TZVPD) for a 3-piece molecular cluster, C15H25FIN3O11 overall.

```
56
Properties=species:S:1:pos:R:3:forces:R:3:lowdin_charge:R:1
C 4.486020 -3.029786 -1.236963 0.3 0.2 0.8 -0.037
C 3.929603 -1.600258 -1.559623 0.3 0.1 -0.3 -0.366
O 3.464390 -0.925642 -0.375632 0.6 -0.1 -0.6 -0.063
C 2.787154 -1.578134 -2.677470 1.6 -0.4 -1.1 -0.082
O 1.742391 -0.626646 -2.310732 0.1 -0.2 -0.5 -0.056
N 0.508659 -1.168594 -2.377778 -1.3 -0.9 0.9 0.114
C 0.021972 -1.823052 -1.369154 0.2 -3.2 1.8 -0.194
N -1.300787 -2.408014 -1.315193 -0.8 1.8 0.7 0.170
C -1.721487 -2.023918 0.059129 0.2 1.3 2.8 -0.389
F -2.372759 -3.016807 0.823151 0.2 0.2 -1.8 0.027
C -2.691982 -0.785136 0.179378 -0.6 -0.5 -1.7 -0.072
C -2.240832 0.490534 -0.619335 0.7 0.5 2.0 -0.767
O -1.766808 1.421162 -0.030189 -0.5 -0.9 -0.8 -0.004
I -2.456219 0.740348 -2.775187 -0.2 -0.3 0.3 0.847
C -0.371400 -1.752001 0.896883 0.8 0.7 -0.7 -0.016
N 0.662142 -2.100073 -0.104393 -0.2 0.9 -0.8 0.050
C 1.032819 -3.505613 -0.184883 1.6 -4.9 1.6 -0.678
O 1.169306 -3.990872 -1.345620 -0.6 2.0 -0.4 -0.039
O 1.216929 -4.239575 0.845206 -0.9 3.4 -1.4 -0.010
H 5.180186 -2.906694 -0.350600 -0.7 -0.1 -1.0 0.092
H 5.113434 -3.455174 -2.074839 -0.9 0.6 0.7 0.091
H 3.706552 -3.771408 -0.919703 0.5 0.8 -0.5 0.078
H 4.794029 -0.985563 -1.954895 -0.8 -0.7 0.2 0.140
H 3.534033 0.026072 -0.579738 -0.2 -0.6 0.3 0.103
H 3.271205 -1.172251 -3.619890 -0.7 -0.3 1.0 0.132
H 2.376760 -2.585792 -2.943085 0.1 0.9 0.8 0.128
H -0.077707 -1.075230 -3.219952 0.6 0.2 0.3 0.143
H -1.365604 -3.428879 -1.386539 0.8 0.3 -0.4 0.162
H -3.682105 -1.107816 -0.263818 0.9 0.3 0.7 0.134
H -2.774550 -0.486986 1.256503 0.1 -0.3 -1.1 0.145
H -0.158065 -0.676279 1.174810 -0.8 -1.0 -0.3 0.140
H -0.260877 -2.361364 1.830728 -0.3 0.2 -1.1 0.145
C -2.685541 4.580625 -1.340496 0.2 -0.2 0.3 -0.055
O -2.957591 5.322998 -2.529264 -0.2 0.1 -0.1 -0.001
C -4.252043 5.608719 -2.713445 0.1 0.0 -0.1 -0.611
O -5.156329 5.297654 -1.981954 0.1 0.0 -0.1 0.125
O -4.365762 6.301170 -3.854039 0.1 -0.1 0.1 0.001
C -5.703445 6.676525 -4.179501 -0.3 0.1 -0.2 -0.045
H -1.611654 4.407058 -1.295189 -0.1 0.1 -0.2 0.095
H -2.981274 5.146685 -0.456137 -0.1 -0.1 -0.1 0.102
H -3.190722 3.614087 -1.365827 -0.1 0.2 0.1 0.056
H -6.119683 7.325895 -3.408218 0.0 -0.2 0.0 0.098
H -6.328591 5.793322 -4.317633 0.0 0.1 0.2 0.098
H -5.671754 7.228845 -5.117434 0.3 -0.1 0.1 0.093
C 1.594694 -0.383808 7.283962 -0.2 0.1 0.3 -0.049
O 2.577155 -0.797523 6.336526 0.0 0.0 -0.2 0.001
C 2.108766 -0.950139 5.090462 0.3 -0.1 -0.1 -0.611
O 0.970142 -0.769568 4.736163 0.1 0.0 0.1 0.113
O 3.121876 -1.336059 4.310891 -0.2 0.2 0.3 0.009
C 2.760896 -1.538267 2.942506 -0.1 -0.2 -0.5 -0.039
H 2.086823 -0.293913 8.251245 0.2 -0.1 -0.2 0.092
H 1.182972 0.589290 7.012286 -0.1 -0.1 -0.1 0.096
H 0.801265 -1.127963 7.366026 0.0 0.1 -0.1 0.098
H 2.395372 -0.609905 2.500101 -0.1 -0.1 0.1 0.092
H 2.013763 -2.328557 2.854434 0.0 0.1 0.0 0.085
H 3.654266 -1.847728 2.403953 0.0 0.0 0.2 0.092
```
Positions in Å, forces in eV/Å.

Results
- E (eV) = -53766.871
- multiplicity = 1
- charge = 0

=====

# 2
Density functional theory data (ωB97M-V/def2-TZVPD) for C15H25FIO2P2Zr as an isolated structure.

```
47
Properties=species:S:1:pos:R:3:forces:R:3:lowdin_charge:R:1
C -1.050199 3.992299 0.044809 0.0 -0.1 -0.3 0.006
C -0.848800 2.532567 -0.009319 -2.1 -0.5 -1.4 -0.369
H -1.859883 4.351719 -0.605030 0.1 -0.3 0.1 0.126
H -0.110916 4.478828 -0.244057 -0.1 0.0 0.3 0.103
H -1.273139 4.268111 1.083820 0.2 0.0 0.0 0.117
O -1.618613 1.719724 -0.659129 1.1 1.8 1.0 -0.165
I 1.862948 0.593421 2.071456 -0.7 -0.2 -0.7 0.427
Zr -0.211683 0.503238 0.234652 1.8 1.5 1.9 0.910
P -1.830609 0.393856 2.316666 -1.1 -0.1 1.7 0.675
C -3.078447 -0.900290 2.000490 0.3 0.0 -0.5 -0.237
C -1.279239 0.006057 4.008243 0.4 -0.1 -0.2 -0.255
H -2.097251 0.252703 4.696773 0.2 -0.1 -0.1 0.076
H -3.530001 1.614314 3.456716 0.0 0.1 -0.1 0.075
H -0.386379 0.594113 4.247481 -0.2 -0.1 0.1 0.019
H -2.256584 2.717480 2.853979 -0.1 -0.1 0.1 0.060
H -2.602521 -1.884277 2.029438 -0.2 0.0 0.1 0.039
H -1.030677 -1.058508 4.080963 0.0 0.2 0.1 0.065
C -2.877902 1.851761 2.613390 0.2 0.2 -0.5 -0.226
H -3.847811 -0.827996 2.773697 0.0 -0.1 -0.1 0.081
H -3.474235 2.076078 1.727146 -0.1 0.0 0.1 0.065
H -3.521175 -0.745977 1.012705 -0.2 -0.1 0.1 0.056
P 1.626275 1.263457 -1.677379 1.5 0.7 -0.7 0.712
C 1.633822 0.388153 -3.260796 -0.4 -0.4 -0.5 -0.248
C 1.530242 2.990116 -2.264021 -0.6 0.1 0.2 -0.227
H 3.567914 1.783480 -0.308800 0.0 -0.1 -0.2 0.028
H 4.021923 1.557535 -2.029997 -0.3 -0.1 0.2 0.080
H 3.665350 0.147706 -0.982656 0.1 0.2 0.0 0.042
C 3.389075 1.184673 -1.210416 0.1 -0.3 0.5 -0.280
H 1.676606 3.696001 -1.444237 0.1 -0.1 -0.1 0.055
H 2.311073 3.146814 -3.013433 -0.1 -0.1 0.1 0.080
H 2.440278 0.795374 -3.889920 -0.3 -0.1 0.2 0.084
H 0.673231 0.539694 -3.768925 0.2 0.0 0.0 0.068
H 0.555917 3.180572 -2.718119 0.0 0.1 -0.1 0.066
H 1.783905 -0.695406 -3.164419 0.0 0.3 0.0 0.038
C -0.506893 -1.362434 -1.102682 -2.3 -3.7 -7.4 -0.174
O -1.157954 -1.070098 -2.096355 2.5 0.5 5.4 0.254
F 1.761538 -6.315852 -0.809976 -1.2 3.1 0.5 0.161
C 1.285621 -5.034461 -0.675473 1.4 -3.2 -0.1 -0.110
C 0.038232 -4.851623 -0.061644 -1.1 0.8 -0.2 0.107
C -0.519659 -3.584440 -0.119529 -0.2 -0.8 1.1 0.054
C 0.225962 -2.560036 -0.716032 -0.2 1.1 0.1 -0.177
C 1.566753 -2.723618 -1.109887 1.3 -0.2 0.1 0.046
C 2.121274 -3.998416 -1.111210 -0.4 1.4 -0.3 0.109
H -0.533400 -5.666134 0.377413 0.3 -0.1 -0.2 0.165
H -1.499351 -3.328941 0.284214 0.1 -0.5 -0.1 0.142
H 2.125170 -1.837205 -1.401666 0.1 -0.4 -0.1 0.110
H 3.140214 -4.174132 -1.458945 -0.3 -0.1 0.1 0.167
```
Positions in Å, forces in eV/Å.

Results
- E (eV) = -50701.206
- multiplicity = 1
- charge = +3

=====

# 3
Density functional theory data (ωB97M-V/def2-TZVPD) for a 2-piece molecular cluster, C15H25IN2O5PS overall.

```
50
Properties=species:S:1:pos:R:3:forces:R:3:lowdin_charge:R:1
C -0.201963 1.990167 2.391607 -0.5 0.9 -0.5 -0.084
C 0.694887 1.268936 1.177159 0.6 2.2 1.9 -0.182
N 0.326238 -0.177259 1.009303 1.6 1.6 2.7 -0.075
N -0.443089 -0.448589 -0.106775 -0.1 -0.3 -0.6 -0.373
C -1.726541 0.326495 -0.231465 -4.2 0.9 -0.8 -0.162
C -2.816337 0.072846 0.987915 -0.6 0.6 0.6 -0.159
C -4.074372 -0.898265 0.573497 0.0 -1.1 1.1 -0.178
C -5.497518 -0.436278 1.297906 1.0 -1.0 0.2 -0.186
O -5.926381 0.838903 0.694340 -2.7 -2.6 -1.6 -0.136
C -6.962457 0.534112 -0.309431 2.7 3.1 -6.6 -0.125
O -6.718057 0.939463 -1.585318 -1.9 -2.8 8.8 -0.045
C 0.482070 -0.342213 -1.331542 2.3 0.0 -2.5 -0.144
C 0.102286 0.850417 -2.378227 1.5 6.5 -0.5 -0.635
O 0.524696 2.115905 -2.360387 -2.4 -8.6 0.7 -0.086
I -1.236021 0.333411 -4.088666 1.1 0.2 1.4 0.847
P -0.763487 -2.241310 0.000417 -0.7 -6.6 -0.1 0.490
O -1.390220 -2.719362 1.579509 2.6 0.9 -2.5 -0.235
O 0.739239 -3.179608 -0.155639 -2.4 2.7 -0.6 -0.247
S -1.945535 -2.893445 -1.402839 0.8 1.1 0.8 0.400
H -1.024099 1.285254 2.833821 1.7 1.2 -0.8 0.066
H 0.458823 2.413489 3.258948 -1.2 -1.0 -1.7 0.092
H -0.771806 2.925994 1.921955 1.2 -2.0 1.1 0.100
H 0.543246 1.952672 0.241158 0.6 -1.8 1.5 0.120
H 1.823046 1.325624 1.562514 -2.5 -0.3 -1.3 0.135
H -0.122788 -0.466675 1.904580 0.0 0.0 -1.2 0.122
H -1.626645 1.487697 -0.319909 0.8 -2.3 0.1 0.159
H -2.282043 -0.028883 -1.226437 1.5 0.7 2.1 0.092
H -3.288833 1.129980 1.279787 1.2 -2.2 -0.8 0.143
H -2.303054 -0.306471 1.994690 -1.1 0.7 -2.3 0.107
H -3.835930 -1.971609 1.017357 -0.6 2.1 -1.0 0.106
H -4.178412 -1.036893 -0.591639 0.0 0.6 2.4 0.110
H -5.384064 -0.291275 2.462023 0.0 -0.1 -2.4 0.146
H -6.264390 -1.323575 1.148672 1.4 1.9 0.1 0.140
H -7.969504 0.003824 -0.025487 2.2 0.9 -0.1 0.172
H 0.484685 -1.346891 -1.977636 -0.5 2.3 1.5 0.108
H 1.622814 -0.200156 -1.008652 -2.7 -0.1 -0.3 0.179
H -1.042683 -3.633307 1.832424 -0.3 1.5 -0.7 0.121
H 0.828246 -3.355080 -1.155492 -0.4 0.2 2.0 0.090
C 6.883275 0.179850 -1.889410 -0.1 0.0 0.1 -0.085
C 5.743415 0.914906 -2.213727 0.0 -0.1 0.1 -0.093
C 4.788207 1.189781 -1.235549 0.1 -0.2 0.1 -0.111
C 4.977952 0.737531 0.070583 0.1 -0.1 -0.2 -0.110
C 6.119694 0.005678 0.395706 0.0 0.0 -0.1 -0.093
C 7.070394 -0.277149 -0.584663 -0.2 0.1 0.0 -0.086
H 7.625836 -0.037097 -2.652810 -0.1 0.0 0.1 0.106
H 5.598984 1.273157 -3.229936 0.0 0.0 0.2 0.104
H 3.896910 1.756791 -1.490112 0.1 0.0 0.0 0.090
H 4.236041 0.955839 0.834141 0.1 0.0 0.0 0.079
H 6.268190 -0.345286 1.414000 0.0 0.1 -0.2 0.103
H 7.957059 -0.852048 -0.332268 -0.1 0.1 0.0 0.106
```
Positions in Å, forces in eV/Å.

Results
- multiplicity = 1
- charge = +1
- relative energy (zero: lowest compared OMol25 entry of this formula, charge and spin) (kJ/mol) = 689.32

=====

- Look up the charge of the first one.
  0